{"formula": "C23H92Na4O31P2", "method": "wB97M-V/def2-TZVPD", "multiplicity": 1, "e_lumo_ev": 2.9, "homo_ev": -3.5, "orbital_gap_ev": 6.4, "total_charge": -2, "energy_ev": -125072.70179, "species": ["Na", "Na", "Na", "Na", "P", "O", "O", "O", "O", "P", "O", "O", "O", "O", "C", "O", "H", "H", "H", "H", "C", "O", "H", "H", "H", "H", "C", "O", "H", "H", "H", "H", "C", "O", "H", "H", "H", "H", "C", "O", "H", "H", "H", "H", "C", "O", "H", "H", "H", "H", "C", "O", "H", "H", "H", "H", "C", "O", "H", "H", "H", "H", "C", "O", "H", "H", "H", "H", "C", "O", "H", "H", "H", "H", "C", "O", "H", "H", "H", "H", "C", "O", "H", "H", "H", "H", "C", "O", "H", "H", "H", "H", "C", "O", "H", "H", "H", "H", "C", "O", "H", "H", "H", "H", "C", "O", "H", "H", "H", "H", "C", "O", "H", "H", "H", "H", "C", "O", "H", "H", "H", "H", "C", "O", "H", "H", "H", "H", "C", "O", "H", "H", "H", "H", "C", "O", "H", "H", "H", "H", "C", "O", "H", "H", "H", "H", "C", "O", "H", "H", "H", "H"], "positions_angstrom": [[0.2066, 2.1746, 1.4162], [0.8463, -1.2082, 1.2477], [-2.6342, -1.9717, -0.0466], [2.6863, 1.0069, -0.6785], [2.8060, 0.9393, 2.2053], [3.1707, -0.4064, 1.5114], [2.8747, 2.0843, 1.1584], [3.8780, 1.1053, 3.2922], [1.3432, 0.8834, 2.8408], [-0.5551, 0.4669, -0.9141], [-0.1911, 1.9690, -0.8571], [0.7099, -0.3449, -1.2616], [-1.6195, 0.1208, -1.9667], [-1.1251, -0.0033, 0.4413], [5.2761, 3.6437, 0.0893], [5.9455, 2.4675, -0.3972], [4.6593, 4.1456, -0.6853], [4.5850, 3.3683, 0.9236], [6.0141, 4.3102, 0.4403], [5.2996, 1.6994, -0.3703], [1.9254, -2.0660, -3.6789], [2.0602, -0.6631, -3.6038], [0.9034, -2.4174, -3.5003], [2.1888, -2.3226, -4.6933], [2.6343, -2.6120, -3.0301], [1.6381, -0.4661, -2.7347], [-5.1617, 1.7076, -5.1772], [-4.2478, 0.9190, -5.8362], [-4.8476, 1.8350, -4.1681], [-5.3520, 2.6725, -5.6269], [-6.1334, 1.1942, -5.1763], [-3.3838, 1.0032, -5.4425], [2.2174, 0.8866, 6.3271], [1.0137, 1.5860, 5.7082], [2.4334, -0.0195, 5.7871], [3.1503, 1.5054, 6.1755], [1.9827, 0.6700, 7.3861], [1.2296, 1.4840, 4.7277], [-3.2499, 3.4545, -0.8876], [-1.9796, 3.8736, -1.3228], [-3.2993, 2.8822, 0.0258], [-3.8224, 4.3239, -0.7406], [-3.8241, 2.9159, -1.6397], [-1.3506, 3.1566, -1.4174], [2.9029, -3.3863, 0.3998], [2.6954, -3.0641, 1.7745], [2.5698, -2.5558, -0.2166], [3.9732, -3.5934, 0.2238], [2.4174, -4.3431, 0.1101], [3.0951, -2.2017, 1.9881], [5.3962, -0.9847, -1.5984], [4.5823, -0.0740, -0.9309], [6.2649, -1.2883, -0.9776], [4.9099, -1.9394, -1.8567], [5.6449, -0.5082, -2.5742], [4.3419, -0.4264, -0.0188], [1.8089, 3.9782, -3.1177], [1.8589, 2.7113, -2.5324], [1.1564, 4.0626, -4.0097], [1.6441, 4.8168, -2.4045], [2.8152, 4.1131, -3.4856], [1.0206, 2.4275, -2.0080], [-4.1716, -4.4219, -1.8717], [-4.5485, -3.2508, -2.4594], [-3.2497, -4.3209, -1.3701], [-4.9414, -4.6379, -1.0795], [-4.1191, -5.2671, -2.5045], [-3.6784, -2.7860, -2.5995], [-5.1919, -1.7503, 2.9060], [-3.9301, -1.4736, 2.3847], [-5.1820, -1.5252, 3.9577], [-6.0213, -1.2603, 2.4661], [-5.2947, -2.8327, 2.8823], [-3.7244, -0.5306, 2.1993], [-0.4449, 5.4148, 2.4344], [-0.6480, 4.2825, 1.5468], [-0.4801, 6.3121, 1.8582], [-1.1578, 5.2895, 3.2669], [0.5387, 5.3302, 2.8435], [-1.1785, 4.5743, 0.7844], [-2.3820, 1.3035, 3.1752], [-2.9959, 1.0286, 1.9057], [-2.0731, 0.4434, 3.7535], [-1.5642, 1.9982, 3.1528], [-3.1503, 1.8120, 3.7996], [-2.2974, 0.8440, 1.2289], [4.6794, 1.7344, -4.7819], [3.8037, 0.8643, -5.4641], [5.1443, 2.4446, -5.4856], [4.1903, 2.2848, -3.9966], [5.4563, 1.1212, -4.3060], [3.2760, 0.3622, -4.7901], [-5.0945, -0.0524, -2.0406], [-4.1429, -0.2223, -0.9590], [-4.5877, -0.0664, -3.0118], [-5.6824, -1.0112, -2.0855], [-5.7915, 0.7381, -1.8762], [-3.2825, 0.1282, -1.2515], [1.2117, -2.2008, 4.2391], [0.1263, -1.4752, 3.7720], [1.0969, -3.2468, 3.9139], [2.2081, -1.8071, 3.9210], [1.2403, -2.2098, 5.3033], [0.3533, -0.5356, 3.6919], [-5.9129, 2.2392, 1.1015], [-6.0848, 0.8851, 0.9677], [-6.8582, 2.5369, 1.5752], [-5.1926, 2.4104, 1.8981], [-5.6769, 2.8107, 0.2009], [-5.2477, 0.5070, 0.6346], [-1.0186, 1.9858, -4.3531], [-2.3449, 1.5760, -4.1180], [-0.7063, 2.7258, -3.6489], [-0.3334, 1.1275, -4.3224], [-0.9575, 2.4232, -5.3452], [-2.3395, 0.9807, -3.3215], [2.0705, 5.0727, 0.4735], [2.2614, 4.5583, 1.7498], [1.1677, 5.6461, 0.5009], [2.8998, 5.6473, 0.0660], [1.7652, 4.2970, -0.2450], [2.5840, 3.6304, 1.7049], [-2.1015, -4.4244, 2.3586], [-3.0503, -3.7108, 1.5933], [-2.6615, -5.0549, 3.0756], [-1.5673, -5.1224, 1.6651], [-1.3447, -3.8031, 2.8456], [-3.3223, -2.9250, 2.1115], [5.0458, -2.0629, 3.8754], [4.5098, -1.0212, 4.6516], [5.3410, -1.7568, 2.8840], [5.9285, -2.4782, 4.4028], [4.3579, -2.9029, 3.8133], [4.2360, -0.1902, 4.1699], [-0.2479, -3.9085, -0.8976], [-0.4165, -2.6524, -0.3660], [0.7750, -4.1800, -1.0713], [-0.5038, -4.5822, -0.0964], [-0.8228, -4.1291, -1.8018], [-0.0495, -1.9582, -0.9979], [2.1889, -5.8647, 3.9504], [2.6825, -5.6288, 2.6132], [2.9100, -5.4207, 4.6862], [1.2177, -5.4454, 4.1799], [2.2390, -6.9420, 4.0378], [2.7206, -4.6802, 2.4434], [-1.7006, -1.9942, -4.2847], [-2.1053, -2.2305, -2.9389], [-1.0846, -2.8125, -4.7002], [-2.5745, -1.8899, -4.8766], [-1.1306, -1.0719, -4.3608], [-1.8628, -1.3399, -2.5535]]}

---

{"formula": "C7H13O", "method": "wB97M-V/def2-TZVPD", "multiplicity": 1, "e_lumo_ev": 3.5, "homo_ev": -2.2, "orbital_gap_ev": 5.7, "total_charge": -1, "energy_ev": -9516.41516, "species": ["C", "O", "C", "C", "C", "C", "C", "C", "H", "H", "H", "H", "H", "H", "H", "H", "H", "H", "H", "H", "H"], "positions_angstrom": [[0.9250, -2.9172, -0.9083], [-0.3286, -3.3820, -1.0413], [1.0041, -1.5441, -0.1746], [-0.0842, -0.6242, -0.7069], [-0.2546, 0.7024, -0.0239], [-1.2539, 0.8983, 0.8434], [-1.6018, 2.1738, 1.5786], [0.7479, 1.7727, -0.3664], [1.5815, -3.5914, -0.3038], [1.4407, -2.7485, -1.8973], [0.8321, -1.7152, 0.8869], [1.9899, -1.0644, -0.2972], [-1.0048, -1.2091, -0.6672], [0.0362, -0.4949, -1.7936], [-1.9663, 0.0942, 0.9846], [-2.1877, 1.9318, 2.4720], [-0.7174, 2.7634, 1.8410], [-2.2258, 2.8215, 0.9430], [0.7623, 1.9392, -1.4488], [1.7573, 1.4723, -0.0656], [0.5482, 2.7213, 0.1452]]}

---

{"formula": "C15H35Cl2N5O4PS", "method": "wB97M-V/def2-TZVPD", "multiplicity": 1, "e_lumo_ev": 1.9, "homo_ev": -4.3, "orbital_gap_ev": 6.2, "total_charge": -1, "energy_ev": -76934.39959, "species": ["C", "C", "Cl", "C", "Cl", "N", "P", "S", "H", "H", "H", "H", "H", "H", "H", "C", "O", "N", "C", "C", "H", "H", "H", "H", "H", "H", "H", "C", "O", "N", "C", "C", "H", "H", "H", "H", "H", "H", "H", "C", "O", "N", "C", "C", "H", "H", "H", "H", "H", "H", "H", "C", "O", "N", "C", "C", "H", "H", "H", "H", "H", "H", "H"], "positions_angstrom": [[1.5775, -3.0610, 0.0427], [2.3777, -1.7770, -0.1772], [1.5266, -0.3783, 0.5650], [3.7917, -1.9344, 0.3728], [4.7543, -0.3731, -0.1612], [3.8278, -2.2589, 1.6949], [5.1799, -2.5000, 2.5134], [6.1327, -1.0881, 3.5181], [1.0302, -3.3378, -0.8597], [0.8606, -2.9345, 0.8512], [2.2500, -3.8718, 0.3240], [2.4296, -1.5328, -1.2358], [4.2808, -2.6595, -0.3033], [6.1130, -3.1281, 1.6372], [4.8792, -3.5619, 3.3758], [8.0518, -4.6339, 3.2641], [7.2763, -4.8888, 4.1601], [9.3405, -4.2690, 3.4607], [10.2160, -3.9290, 2.3672], [9.8096, -4.1528, 4.8269], [7.7621, -4.6406, 2.2002], [11.0966, -4.5777, 2.3429], [10.5515, -2.8913, 2.4357], [9.6744, -4.0464, 1.4297], [9.7409, -5.1108, 5.3451], [9.2043, -3.4316, 5.3776], [10.8471, -3.8225, 4.8147], [-1.9217, 1.0089, -3.1471], [-1.1037, 0.4332, -3.8420], [-1.6394, 1.8186, -2.1134], [-2.6891, 2.4824, -1.3668], [-0.2533, 2.0351, -1.7243], [-3.0106, 0.9136, -3.3173], [-2.5663, 3.5650, -1.4021], [-2.6620, 2.1673, -0.3214], [-3.6652, 2.2307, -1.7751], [0.3184, 2.4493, -2.5555], [0.2185, 1.1051, -1.4109], [-0.2385, 2.7344, -0.8914], [-5.3921, 4.7660, 0.5901], [-4.8169, 4.4854, -0.4454], [-5.7640, 3.8574, 1.5118], [-6.4468, 4.2299, 2.7291], [-5.4605, 2.4540, 1.2615], [-5.6662, 5.8003, 0.8598], [-5.8671, 3.9436, 3.6092], [-7.4271, 3.7522, 2.7924], [-6.5875, 5.3099, 2.7465], [-4.3848, 2.3046, 1.1759], [-5.9183, 2.1065, 0.3344], [-5.8367, 1.8642, 2.0945], [-6.3606, 1.6501, -2.6537], [-6.1013, 0.7917, -1.8307], [-6.3348, 1.4516, -3.9868], [-6.6305, 2.5087, -4.9267], [-5.9753, 0.1320, -4.4793], [-6.6253, 2.6827, -2.3688], [-7.4880, 2.2517, -5.5529], [-5.7753, 2.7086, -5.5757], [-6.8632, 3.4197, -4.3773], [-6.6759, -0.6198, -4.1148], [-4.9783, -0.1514, -4.1417], [-5.9937, 0.1480, -5.5668]]}